Record 1
ORCA calculation (the ωB97M-V functional and the def2-TZVPD basis) on a 23-piece molecular cluster, C22H27B4Cl66NO6 overall.

Molecular weight (g mol⁻¹): 2784.60
HOMO energy (eV): -10.6
Orbital gap (eV): 10.77

Structure (XYZ):
```
126
Properties=species:S:1:pos:R:3:lowdin_charge:R:1
Cl 4.7491 3.9833 -2.2721 0.5194
Cl 1.1224 -4.4063 -2.1326 0.5377
H 2.9129 -2.9713 -6.9836 0.0122
C -2.2104 12.7461 -3.0587 -1.5420
C 3.6043 -2.2919 -6.5024 -1.5452
Cl -0.2703 3.0577 1.4078 0.5312
C -6.9842 4.2177 -0.0429 -1.5526
Cl -7.5991 4.8109 -1.5883 0.5158
Cl -2.0118 7.1193 3.2709 0.5044
B -5.7664 -2.0779 1.2580 -0.8743
O -5.5505 -2.0108 2.6120 0.1970
H -5.5919 1.5921 -8.3844 0.0113
Cl 0.9262 8.5859 3.7532 0.5031
Cl 7.3458 -4.0043 7.9765 0.5111
H 2.2575 -6.4490 -2.2041 0.0145
Cl 0.2344 -7.0226 -1.1936 0.5146
C -4.0211 -6.6226 1.2893 -1.4976
H 0.4762 -3.5216 0.8435 0.0595
H -7.8195 4.1463 0.6408 0.0099
Cl -5.8136 5.3494 0.6409 0.5104
H -0.8742 -4.5019 0.7277 0.0309
H -1.7809 3.6472 -2.9188 0.0039
Cl 5.1392 -2.3725 -7.3663 0.5310
Cl 0.3434 -1.3849 6.6458 0.5439
C -2.4358 3.8975 -2.0937 -1.5229
Cl 2.9186 -0.6735 -6.5722 0.5173
Cl -5.5135 -9.7329 -5.8747 0.5043
H -5.8436 -2.7826 3.0935 0.1017
Cl -4.4437 -0.3119 -9.1044 0.5438
Cl 3.9667 4.1033 -5.0699 0.5242
Cl 5.1822 2.2819 3.2929 0.5474
Cl 4.1139 1.5449 -3.7059 0.5014
C 8.3347 -4.0427 6.5158 -1.5473
Cl 3.7634 1.2211 0.9830 0.5320
C 0.5967 0.1175 -2.3652 -1.5024
Cl 5.7363 -0.4112 2.3481 0.5445
Cl -1.7355 10.6162 1.5282 0.5257
Cl -2.6383 2.9583 3.0749 0.5440
C 8.9536 -0.9442 0.6932 -1.5748
H 5.8361 3.0679 -4.1276 0.0108
B -1.2792 -2.5016 0.3659 -0.7340
Cl 3.7998 -2.8244 -4.8296 0.5003
Cl -6.3498 -12.3429 -4.9105 0.5290
Cl -2.1972 10.9782 -3.0130 0.5593
H 6.4106 -6.5431 10.4957 0.0066
Cl -2.0007 -3.3770 -7.6680 0.5370
Cl -0.2530 -7.9061 -8.3029 0.5272
Cl -2.5154 8.3956 5.8230 0.5377
O -2.8439 -0.8482 1.5139 0.2914
O -4.7753 -1.7343 0.3634 0.3304
C 5.8906 -6.0654 11.3159 -1.5658
Cl -6.2748 2.6183 -0.2167 0.5234
H 8.0878 -0.3297 0.9028 -0.0443
H -1.5160 -6.2119 -7.3108 -0.0397
Cl -1.6555 5.1348 -1.1113 0.5069
H -6.9784 -2.5329 -0.1848 0.1087
Cl -4.3772 0.9582 -6.4928 0.5442
Cl 2.9777 -2.4208 2.8181 0.5326
C 4.5009 0.8486 2.5349 -1.5517
C 4.2211 -3.4613 3.5038 -1.5594
Cl -3.9532 4.5073 -2.7594 0.5237
Cl 4.1364 -5.0958 2.8400 0.5214
Cl 0.2147 -0.7036 3.8243 0.5970
H -1.8399 9.9893 -0.7227 -0.0746
H -1.4794 4.8405 2.3368 -0.0659
Cl -1.1662 -0.6375 -7.2127 0.5104
H -1.1378 0.5765 1.7278 0.0350
Cl -4.5999 -4.9519 1.3313 0.6725
H -3.2659 -1.5917 -6.8447 -0.0599
Cl 9.9645 -3.4574 6.8358 0.5381
C -1.1734 3.8622 2.6834 -1.5492
Cl 10.3856 0.0746 0.8127 0.5326
H -4.7290 -7.2088 0.7185 0.0169
Cl -2.4619 -6.6770 0.4526 0.5311
Cl 2.0839 0.6748 5.5620 0.5350
H 3.7334 0.4480 3.1870 -0.0528
Cl -3.4054 5.6630 5.3721 0.5364
Cl -2.0414 -2.2536 -4.9755 0.5342
Cl 1.3688 1.4954 -1.5904 0.5168
Cl 7.5678 -3.1169 5.2276 0.5119
H 8.4069 -5.0714 6.1885 0.0134
Cl 1.7936 -1.0086 -3.0141 0.4850
O -0.7829 -1.1807 0.4043 0.2141
Cl 2.5471 -5.7090 0.0002 0.5212
Cl -3.4491 2.4060 -8.8330 0.5386
C -3.1217 7.2394 4.6404 -1.5085
Cl 4.1313 -3.4733 5.2574 0.5297
H 2.5467 9.9144 4.7893 0.0104
Cl -3.9124 -7.3041 2.9023 0.5557
Cl -4.0181 -11.0434 -3.7594 0.5231
Cl 0.6141 11.2224 4.9151 0.5164
Cl 7.0408 -5.8469 12.6326 0.5270
C -2.2480 -1.9240 -6.6883 -1.5778
H -0.2530 0.6537 5.6637 0.0131
H 5.1838 -3.0498 3.2259 -0.0443
Cl -0.1713 4.0904 4.1208 0.5185
Cl 4.5618 -7.1155 11.8020 0.5272
B -3.4310 -1.7331 0.6196 -0.7096
C -4.5908 1.2140 -8.2257 -1.5336
C 4.7989 3.1578 -3.8332 -1.5490
C 1.7262 10.1100 4.1119 -1.5507
C 0.4959 -0.0989 5.4525 -1.5157
Cl 2.3909 10.8374 2.6487 0.5239
Cl -0.2186 -6.9987 -5.5411 0.5174
Cl -2.7152 2.4290 -1.1586 0.5241
C -2.0862 9.5007 0.2098 -1.5484
H -2.9121 13.0463 -3.8255 0.0114
Cl -2.6351 -8.1547 -6.6526 0.5081
O -6.9796 -2.4839 0.7707 0.1937
C -4.9790 -11.2802 -5.2177 -1.5619
B -1.5614 -0.4069 1.2402 -0.4859
Cl 8.7730 -1.6004 -0.9319 0.5294
C -1.1976 -7.1951 -6.9932 -1.5617
Cl 5.2890 -4.5121 10.7383 0.5070
Cl -0.6243 13.3744 -3.4877 0.5375
H -4.0645 7.6084 4.2585 0.0161
N -0.5299 -3.5680 0.8660 0.2772
Cl -3.8017 9.0876 0.1630 0.5243
Cl -1.1011 8.0449 0.3417 0.4865
O -2.6084 -2.6206 -0.0373 0.3161
H 0.0090 -0.3949 -1.6158 -0.0099
C 1.6196 -5.9635 -1.4771 -1.5253
H -4.3476 -11.7535 -5.9581 0.0120
Cl -2.7614 13.3965 -1.5183 0.5363
Cl -0.4811 0.6350 -3.6623 0.5181
Cl 9.0024 -2.2397 1.8939 0.4999
```

=====

Record 2
ORCA calculation (the ωB97M-V functional and the def2-TZVPD basis) on C14H35ErNP2S2 as an isolated structure.

Net charge: +3
Molecular weight (g mol⁻¹): 510.78
HOMO energy (alpha / beta) (eV): -18.3 / -18.3
Spin multiplicity: 4
Orbital gap (alpha / beta) (eV): 7.46 / 7.49

Structure (XYZ):
```
55
Properties=species:S:1:pos:R:3:nbo_charge:R:1
H 0.7390 2.9070 2.1972 0.2289
H 3.3096 1.3674 -0.8171 0.2263
C -2.1291 1.5904 2.2950 -0.9310
C 2.6949 1.1056 2.4777 -0.6879
C 1.8779 -1.0741 -2.2917 -0.5262
C 2.8399 -1.6268 -1.2449 -0.2446
H 3.4881 -2.9379 1.2254 0.2505
H -4.5960 0.4858 -0.0175 0.2735
C -2.0139 2.7419 -0.3731 -0.7019
C 2.7279 1.5710 -1.7159 -0.7165
H -2.7993 -0.6349 -3.3367 0.2894
H -4.2797 -1.2649 -0.0983 0.2395
H -1.0504 -0.7098 -2.9714 0.2510
Er -0.0581 -0.8766 0.1817 1.3739
H 3.8650 -1.1888 1.0579 0.2315
H -2.2240 1.9983 -2.4413 0.2709
H -3.1653 1.9195 2.0804 0.2719
H -3.7228 2.0415 -1.4879 0.2768
H -2.1405 -1.9716 -2.3646 0.2412
H 3.3166 1.0816 1.5651 0.2265
C 0.0517 3.2288 1.4102 -0.9190
S 1.2071 0.5761 -1.8236 0.2369
H 0.6211 3.6197 0.5509 0.2520
H 3.6776 -0.9371 -1.0641 0.2343
H -2.7858 3.2804 0.1978 0.2688
H -1.3443 3.4851 -0.8254 0.2650
C -2.0600 -0.9036 -2.5810 -0.9402
C 2.3048 -1.6540 2.5130 -0.5162
H -2.1274 0.5134 2.5086 0.2246
H -2.7627 -2.4642 0.9409 0.2562
H 2.4183 -0.9122 -3.2268 0.2894
C -2.6422 1.8305 -1.4381 -0.6929
H -0.5848 -3.5921 -0.9600 0.2984
N 2.1031 -1.8793 0.0138 -0.7265
H -2.9513 -3.0573 -0.7473 0.2772
H 1.7336 -2.8300 -0.0397 0.3933
H 2.2699 2.1140 2.5843 0.2533
H 3.3402 1.4048 -2.6044 0.2746
H 2.4219 2.6255 -1.6985 0.2754
C 3.0505 -1.9167 1.2073 -0.2395
C -2.2591 -2.6149 -0.0152 -0.2480
H -0.3255 -3.1937 0.8288 0.2517
H 3.3190 0.8950 3.3668 0.2761
H 3.0314 -1.5265 3.3319 0.2879
P -2.4395 0.0225 -1.0372 0.8565
C -4.1813 -0.3213 -0.6395 -0.9263
P -0.9814 1.8183 0.8642 0.8450
H -1.7398 2.1269 3.1767 0.2824
H -4.7388 -0.3707 -1.5800 0.2770
S 1.2821 -0.1092 2.4826 0.2240
H 3.2646 -2.5871 -1.5975 0.2491
H 1.6039 -2.4619 2.7390 0.2402
C -0.8925 -2.9826 -0.1001 -0.7386
H -0.6044 4.0180 1.8020 0.2775
H 1.0398 -1.7689 -2.4605 0.2368
```

=====

Record 3
ORCA calculation (the ωB97M-V functional and the def2-TZVPD basis) on C31H54ClNO3P2PdSSi2 as an isolated structure.

ΔE to the lowest compared entry with this formula, charge and spin (kcal per mole): 47.7
Molecular weight (g mol⁻¹): 780.84
HOMO energy (alpha / beta) (eV): -6.3 / -8.2
Spin multiplicity: 5
Orbital gap (alpha / beta) (eV): 6.85 / 4.68

Structure (XYZ):
```
96
Properties=species:S:1:pos:R:3:lowdin_spin:R:1
S -0.2773 -1.3643 -2.1502 0.0127
H -3.0269 0.0159 -6.0012 0.0000
H 3.9636 0.5061 -4.3431 0.0000
C 1.9106 1.3408 -1.0040 0.2334
H 2.1882 0.6074 -4.2136 0.0000
C -2.8371 1.9189 1.9915 0.0096
C -1.7275 0.0413 -3.5772 0.0002
C -0.3046 -1.1478 2.0566 0.3318
C -2.1320 4.7608 -0.2410 0.0036
H 2.4808 1.3730 1.1868 0.0046
H -0.2904 -4.0284 -4.8664 0.0000
H -5.9931 -0.8675 0.3133 0.0023
C -1.6957 3.6540 -3.0191 0.0012
C -3.0160 1.8422 -0.8456 0.0332
H 5.2430 1.8966 -1.7333 0.0000
H 4.5267 -3.4572 0.9934 0.0001
H -3.0240 -1.9966 -7.5910 0.0001
H 5.7035 0.1802 -1.6593 0.0004
H -2.1679 2.7642 1.7667 -0.0003
H -2.8630 0.2799 3.4391 0.0000
H 2.4126 -4.1726 -2.1937 0.0003
C -2.3730 1.2496 3.2823 -0.0003
C 0.4833 2.2551 0.6086 0.0575
H -2.6312 4.1461 -3.3101 0.0000
C -1.3503 -2.2509 -4.2373 0.0006
C -1.0024 -3.2530 -5.1642 0.0009
C 3.1344 0.9542 -3.7799 0.0007
H 3.7527 -4.2086 -1.0173 0.0002
H -4.6575 2.9154 1.2035 0.0003
H 2.5094 -2.6182 2.6089 0.0003
H -4.0221 2.2614 -0.6989 0.0045
C -3.5082 -1.8482 0.0892 0.0017
Si -1.7456 3.2092 -1.2056 0.0289
C -2.4114 -1.9975 -6.6998 0.0008
H -2.6271 1.9012 4.1260 -0.0001
C 3.5227 -1.5187 1.0106 0.0105
H -1.3829 -1.2899 2.1933 0.0229
C 1.7952 -3.6306 -0.1827 0.0306
C 3.0303 -1.6653 2.4497 0.0002
O -1.3807 -2.4947 -2.9123 0.0108
H 3.7947 -1.9578 -1.9414 0.0039
H 2.0413 -3.8972 0.8578 0.0004
H 4.9993 0.9801 -0.2304 0.0001
H 0.2373 -5.1275 -0.2200 0.0000
C 2.8773 -1.3698 -1.7856 0.0288
C -2.4267 -0.8836 -5.8505 -0.0001
H -2.5562 -2.1905 0.4965 -0.0002
Si 3.2624 0.4893 -1.9779 0.0264
H 0.1882 -2.1174 1.9097 0.0218
H -0.8568 4.3235 -3.2459 0.0003
C -4.2652 2.4529 2.1161 0.0052
C -5.2560 -0.0973 0.0527 0.0090
H 5.5551 -2.0691 1.3794 0.0012
C 4.7337 -2.4113 0.7350 0.0055
H 3.1872 2.0455 -3.8904 0.0002
O -2.6725 0.8529 -3.6404 -0.0002
H -1.5982 2.7457 -3.6313 0.0001
H -0.3462 -3.5365 0.2199 -0.0002
H 5.0989 -2.3668 -0.2977 0.0003
C 2.6837 -4.3929 -1.1541 0.0096
H 0.6374 1.9287 -2.7125 0.0012
H 0.0749 -3.9203 -1.4883 0.0001
C -0.1228 2.4372 -0.7007 0.2602
H -4.2611 3.2329 2.8894 0.0011
H -1.8787 4.6875 0.8227 0.0000
C -3.9239 -0.5051 0.6721 0.0295
H -1.5427 5.5773 -0.6831 0.0000
H -3.1966 5.0181 -0.3358 0.0004
C 1.7361 1.5568 0.4186 0.1449
H -1.2922 1.0746 3.2922 -0.0003
H -4.9617 1.6715 2.4436 0.0001
Pd -0.0400 0.1066 0.5166 1.1778
P 2.0820 -1.7652 -0.1765 0.1690
H 2.4993 -5.4627 -0.9889 0.0025
H -4.0391 -0.6252 1.7616 0.0003
H -3.0461 1.2230 -1.7654 0.0003
P -2.5459 0.7640 0.5409 0.1594
C -1.6831 -0.9756 -4.6458 0.0008
H 0.1190 2.6710 1.5418 -0.0003
H 2.1684 -1.6385 -2.5913 0.0002
H -4.2585 -2.6114 0.3357 -0.0001
H -1.6133 -4.0260 -7.0673 0.0000
H -5.6432 0.8597 0.4112 0.0002
H 3.8173 -0.4709 0.8431 -0.0003
Cl -0.9489 -3.0031 4.3856 0.9155
N -0.8183 0.0356 -2.5945 0.0066
C 0.3557 -4.0554 -0.4354 0.0015
H 0.1283 -0.6060 2.8997 0.0255
O -0.8150 -1.6313 -0.7786 0.0662
C 4.9592 0.9161 -1.3241 0.0037
C 0.7756 1.8874 -1.6383 0.1171
H -3.4286 -1.7945 -1.0027 0.0001
C -1.6334 -3.1454 -6.4148 -0.0001
H 2.3385 -0.8643 2.7317 -0.0002
H 3.8942 -1.6319 3.1238 -0.0001
H -5.1885 -0.0655 -1.0405 0.0003
```

=====

Record 4
ORCA calculation (the ωB97M-V functional and the def2-TZVPD basis) on a 2-piece molecular cluster, C16H17N overall.

ΔE to the lowest compared entry with this formula, charge and spin (kcal per mole): 82.5
Molecular weight (g mol⁻¹): 223.32
HOMO energy (eV): -8.0
SMILES string: Cc1c[nH]c2ccccc12.Cc1ccccc1
Orbital gap (eV): 8.78

Structure (XYZ):
```
34
Properties=species:S:1:pos:R:3:nbo_charge:R:1
C -2.9755 1.9668 1.4908 -0.2311
C -3.1756 4.0449 0.4078 -0.2197
C -0.8339 1.3489 2.5786 -0.6282
H -0.1776 1.7071 3.3398 0.2325
H -0.2091 -5.1509 -1.0093 0.2138
H -3.2949 0.9973 1.8194 0.2040
C -3.7240 2.8246 0.7348 -0.1978
C 0.7815 -4.6972 -1.3353 -0.6328
C 1.8169 -2.3701 -1.2939 -0.1330
N 0.0830 -1.1779 -0.3662 -0.5181
H 3.1864 -3.5379 -2.4114 0.2167
C -1.6604 2.2683 1.8888 -0.0143
H 4.2448 0.4337 -1.7476 0.2075
H -0.5176 0.6343 1.8663 0.2160
C 1.3785 -1.0581 -0.8566 0.1888
H -0.3917 3.9569 2.4020 0.2079
H -4.7414 2.7280 0.2490 0.2212
C 3.6849 -1.4129 -2.1667 -0.2390
H 0.9407 -4.9859 -2.3199 0.2151
H -0.3940 -0.5077 0.0314 0.3845
H 2.2018 0.8341 -0.2207 0.2159
H -1.6671 5.3229 0.6689 0.2052
C -1.9544 4.3889 0.9561 -0.2043
H -1.2541 -2.8727 -0.0338 0.2072
H 4.5931 -1.2461 -2.7869 0.2088
C 3.0335 -2.5496 -1.8695 -0.1911
H 1.6466 -4.9808 -0.7420 0.2194
C -1.2516 3.5480 1.7501 -0.2081
C 2.1802 0.1417 -0.9425 -0.2769
H -3.6527 4.7079 -0.2583 0.2066
C 0.6663 -3.2616 -1.0609 -0.0396
C 3.3879 -0.1972 -1.4730 -0.1828
C -0.3671 -2.5553 -0.4300 -0.0644
H -1.5835 0.7077 3.1407 0.2099
```

=====

Which of these has the highest molecular weight? C22H27B4Cl66NO6